This record from the Open Molecules 2025 dataset describes a 2-piece molecular cluster, C10H12FISi overall. The level of theory is ωB97M-V/def2-TZVPD.

Positions of all 25 atoms, in Å:
I 0.42819 -2.68167 -2.39470
Si -0.84591 0.17566 1.00601
F 4.11476 1.06722 -2.34827
C 3.25423 0.69065 -0.22002
C 3.02763 0.93827 -1.56636
C 0.75362 0.60919 0.07556
C 2.11947 0.55641 0.56962
C -3.57158 -0.04764 0.07694
C -0.44137 -2.58905 -0.46576
C -2.47142 0.63563 0.23529
C 1.73687 0.90992 -2.07267
C 0.62493 0.77240 -1.32062
C -1.07227 0.33586 2.84357
H -3.73429 -0.90873 0.60867
H 2.22884 0.34432 1.62053
H -0.64461 1.22140 3.10320
H -0.49372 -0.47102 3.32021
H -0.32154 0.67099 -1.85540
H -2.08205 0.13870 3.26171
H 4.27360 0.70199 0.08248
H -0.01128 -3.33096 0.25079
H 1.47397 0.93074 -3.14817
H -4.36960 0.45397 -0.56017
H -1.57518 -2.62962 -0.75460
H -2.40127 1.50539 -0.34785

Cartesian forces, eV/Å:
I 0.2 0.2 0.5
Si 0.2 -1.7 -1.1
F -0.4 0.1 -0.3
C -1.5 0.7 -0.9
C -0.3 -0.6 0.4
C 0.9 0.2 0.2
C -1.8 -0.2 0.3
C -1.7 2.4 -1.5
C -2.4 0.7 0.2
C 2.2 0.0 -0.4
C 0.8 0.4 -2.9
C -0.8 -0.5 1.9
C -0.5 -3.8 -0.2
H -0.7 -2.2 0.8
H 0.2 0.1 0.3
H 0.9 2.7 1.2
H 0.2 0.3 0.0
H 0.1 0.2 0.4
H 0.4 0.7 -0.7
H 0.5 -0.2 0.7
H -0.6 0.6 -0.8
H 1.1 0.2 0.5
H 0.8 -1.2 1.0
H 2.2 -0.3 1.2
H 0.0 1.4 -0.8

Total charge ... 0
Relative energy (zero: lowest compared OMol25 entry of this formula, charge and spin) ... 55.1 kcal/mol
E_HOMO (spin up / spin down) ... -6.72 / -7.47 eV
LUMO energy (spin up / spin down) ... -0.533 / -0.497 eV
E_tot ... -1075.12860 Ha
HOMO-LUMO gap (spin up / spin down) ... 0.22736 / 0.25639 Eh